[1]
Formula: C16H22N2O2
Source: the Open Molecules 2025 dataset
Level of theory: ωB97M-V/def2-TZVPD

Geometry as ORCA input:
```
! wB97M-V def2-TZVPD RIJCOSX def2/J DEFGRID3
* xyz 0 1
C -2.53519 1.51414 -2.89889
C -1.36352 0.69653 -2.28569
C -1.20658 0.57497 -0.56782
C -0.00497 -0.11386 -0.14643
C 1.13010 0.61970 0.06799
N 2.32180 0.11834 0.49937
C 3.55242 0.86418 0.57307
C 4.17790 0.82219 1.96628
C 4.30223 -0.64579 2.51725
C 3.00818 -1.48959 2.28713
C 2.52219 -1.38606 0.89328
C -2.51555 -0.12076 -0.22639
C -3.59671 0.57563 0.45107
C -4.83010 -0.06363 0.59185
C -4.96795 -1.42173 0.16784
C -3.86850 -2.09619 -0.35540
C -2.64781 -1.44094 -0.45931
N -0.07953 1.43036 -2.60695
O 0.99801 0.84989 -2.92579
O -0.17050 2.70241 -2.60823
H -3.34538 0.88030 -3.03583
H -2.68197 2.29221 -2.13351
H -2.32362 2.07834 -3.82494
H -1.34555 -0.28259 -2.84014
H -1.25167 1.68136 -0.33200
H 0.02567 -1.20088 -0.02470
H 1.22278 1.65264 -0.04027
H 3.31752 1.87226 0.33181
H 4.28257 0.46860 -0.13178
H 3.59322 1.41489 2.68039
H 5.18755 1.25132 1.94349
H 5.12787 -1.12419 2.00880
H 4.52857 -0.60405 3.58124
H 3.24302 -2.52030 2.47839
H 2.25914 -1.17375 2.99064
H 1.55832 -1.86757 0.74532
H 3.25163 -1.76814 0.17391
H -3.47845 1.57776 0.82485
H -5.69371 0.44448 1.00031
H -5.97229 -1.91464 0.20769
H -3.96991 -3.14666 -0.70371
H -1.76125 -2.00121 -0.83419
*
```

## Properties
E = -882.709370 a.u.

=====

[2]
Formula: C7H13N4OS
Source: the Open Molecules 2025 dataset
Level of theory: ωB97M-V/def2-TZVPD

Geometry as ORCA input:
```
! wB97M-V def2-TZVPD RIJCOSX def2/J DEFGRID3
* xyz 1 1
C 1.32317 -1.45248 2.76555
S 1.36306 -0.16548 1.53614
C -0.44277 -0.19122 0.98535
N -0.96652 1.27414 1.14076
C -0.31057 2.15295 0.02143
O 0.88836 2.56053 0.41268
N -0.22692 1.42177 -1.15783
N 0.15456 2.07590 -2.32698
C 0.30324 1.09273 -3.19719
C -0.15854 -0.12439 -2.66722
C -0.24514 0.07306 -1.35568
N -0.62337 -0.78920 -0.29277
C -0.79281 -2.22143 -0.49223
H 2.49901 -1.75858 2.83178
H 0.91526 -2.31272 2.13441
H 0.91357 -1.38735 3.71973
H -0.87806 -0.82926 1.73030
H -0.34501 1.36573 1.95194
H -1.92250 1.36028 1.19973
H -1.07417 2.99118 -0.00102
H 1.74710 2.09823 0.14075
H 0.53296 1.43817 -4.18963
H -0.21313 -1.03633 -3.18828
H -1.34810 -2.64320 0.34879
H -1.33786 -2.32948 -1.37113
H 0.24517 -2.66354 -0.67940
*
```

## Properties
E = -966.632109 a.u.

=====

[3]
Formula: C4H12N2S
Source: the Open Molecules 2025 dataset
Level of theory: ωB97M-V/def2-TZVPD

Geometry as ORCA input:
```
! wB97M-V def2-TZVPD RIJCOSX def2/J DEFGRID3
* xyz 0 1
N 1.85031 -0.06329 -1.01855
C 0.61109 0.27562 -1.70253
C -0.29416 1.29837 -0.94647
N -1.07565 0.65230 0.18133
C -0.31941 0.28344 1.37668
C -0.83508 -1.10594 1.96689
S 0.13053 -2.51095 1.18415
H 2.66901 0.50096 -1.21179
H 2.09170 -1.01124 -1.27182
H 0.77026 0.55708 -2.76820
H -0.10241 -0.52816 -1.83213
H -1.03360 1.70755 -1.65722
H 0.11397 2.19509 -0.48957
H -1.85721 1.27391 0.33090
H -0.31069 1.06802 2.14430
H 0.72373 0.17495 1.07298
H -0.84975 -1.14070 3.05150
H -1.85582 -1.32546 1.60103
H -0.42683 -2.30156 -0.01149
*
```

## Properties
E = -667.257002 a.u.

=====

[4]
Formula: C38H38BrCsN6O4
Source: the Open Molecules 2025 dataset
Level of theory: ωB97M-V/def2-TZVPD

Geometry as ORCA input:
```
! wB97M-V def2-TZVPD RIJCOSX def2/J DEFGRID3
* xyz -2 1
Cs -1.98130 -0.06208 -0.58236
C -1.61715 -3.15293 -2.07456
N -0.50763 -3.04404 -1.13181
C -0.71783 -3.91112 0.00410
C 0.75748 -3.12788 -1.77708
C 1.60324 -4.20898 -1.59728
C 2.82754 -4.31330 -2.26447
C 3.19114 -3.29638 -3.13291
C 2.36870 -2.19568 -3.31945
C 1.13250 -2.04590 -2.64532
N 0.35202 -0.94744 -2.69928
C 0.36634 -0.11427 -3.78144
C 0.38712 -0.56408 -5.11570
C 0.20156 0.28818 -6.19338
C 0.00365 1.64291 -5.98237
C 0.02326 2.13061 -4.67635
C 0.21449 1.29366 -3.58299
N 0.25475 1.78919 -2.25595
C 1.44533 1.40450 -1.49641
C -0.11382 3.17697 -2.06882
H -1.70932 -4.18297 -2.45559
H -1.44731 -2.47330 -2.90759
H -2.55631 -2.88607 -1.58570
H -0.81491 -4.97646 -0.27089
H -1.63931 -3.61479 0.50919
H 0.11242 -3.82036 0.70680
H 1.30245 -5.00932 -0.93209
H 3.46584 -5.17435 -2.10407
H 4.13791 -3.34419 -3.66293
H 2.68700 -1.39646 -3.97810
H 0.50386 -1.62871 -5.28369
H 0.19225 -0.11681 -7.20002
H -0.15488 2.32087 -6.81244
H -0.10293 3.19345 -4.51751
H 2.32434 1.31190 -2.14712
H 1.30606 0.45092 -0.98935
H 1.64728 2.17628 -0.75273
H 0.60105 3.88877 -2.51621
H -0.17650 3.39851 -1.00305
H -1.09360 3.36514 -2.51083
O -1.33379 5.00076 1.17379
C -2.10037 5.14252 2.20283
C -2.58342 6.39480 2.65796
C -3.41799 6.48967 3.75923
C -3.82091 5.36332 4.46835
C -3.35715 4.11735 4.04660
C -2.51928 3.99758 2.95864
C -1.99653 2.66897 2.47437
O -2.29043 2.48202 1.09603
N -0.56259 2.63593 2.72154
N 0.03978 1.48207 2.34567
C 1.27419 1.53960 2.04583
C 2.06509 0.36640 1.68697
Br 1.11889 -1.26676 1.58961
C 3.37516 0.47186 1.45385
C 4.37500 -0.54066 1.08178
C 5.64182 -0.44343 1.66516
C 6.64363 -1.34738 1.35514
C 6.39828 -2.35961 0.43651
C 5.15401 -2.45035 -0.16921
C 4.14526 -1.54884 0.14529
H -2.00562 3.33415 0.69787
H -2.28519 7.28035 2.10752
H -3.77089 7.46880 4.07094
H -4.48128 5.44940 5.32233
H -3.65760 3.21908 4.57912
H -2.44743 1.82785 3.00241
H -0.14935 3.48090 2.31911
H 1.81638 2.49029 2.04359
H 3.77511 1.47277 1.60185
H 5.83208 0.35145 2.37782
H 7.61537 -1.25917 1.82644
H 7.17900 -3.06751 0.18467
H 4.94444 -3.21581 -0.90382
H 3.19350 -1.62964 -0.36502
O -5.44176 -3.31894 0.40710
C -4.71034 -2.32416 0.54369
O -4.39580 -1.42983 -0.27206
C -4.10334 -2.15631 1.95904
C -4.78337 -2.66267 3.06652
C -4.25057 -2.47864 4.32756
C -3.03600 -1.81562 4.45370
C -2.41355 -1.37008 3.29937
N -2.93158 -1.52959 2.08160
H -5.70995 -3.19173 2.89331
H -4.76964 -2.84810 5.20516
H -2.57865 -1.64483 5.41978
H -1.45938 -0.85224 3.34214
*
```

## Properties
E = -4694.581547 a.u.

=====

[5]
Formula: C4H8OS
Source: the Open Molecules 2025 dataset
Level of theory: ωB97M-V/def2-TZVPD

Geometry as ORCA input:
```
! wB97M-V def2-TZVPD RIJCOSX def2/J DEFGRID3
* xyz 0 1
C -2.15065 -0.92727 -0.03907
C -0.77726 -0.38533 0.28827
S -0.59571 1.43049 -0.00529
C 0.39972 -1.03533 -0.44026
C 1.67075 -0.61380 0.29483
O 2.44153 0.16322 -0.08817
H -2.46519 -0.53740 -1.04592
H -2.76307 -0.56479 0.77015
H -2.09893 -2.04582 0.14293
H -0.61736 -0.46887 1.36520
H 0.62070 1.24986 -0.54093
H 0.33985 -2.18195 -0.35860
H 0.40334 -0.79410 -1.55000
H 1.72445 -1.08015 1.38455
*
```

## Properties
E = -630.597627 a.u.

=====

[6]
Formula: C3H6OSi
Source: the Open Molecules 2025 dataset
Level of theory: ωB97M-V/def2-TZVPD

Geometry as ORCA input:
```
! wB97M-V def2-TZVPD RIJCOSX def2/J DEFGRID3
* xyz 0 3
C -1.50484 0.94662 -0.08635
C -0.34968 1.59397 0.04017
C 0.93457 0.87573 -0.05172
O 2.06663 1.70505 0.00922
Si 1.33810 -1.00693 -0.00431
H -2.46928 1.42608 -0.09863
H -1.53831 -0.13616 -0.21382
H -0.17128 2.61671 -0.02771
H 2.57443 -1.55262 -0.76024
H 1.57262 -1.29170 1.52610
H 0.01758 -1.52547 -0.38624
*
```

## Properties
E = -482.462810 a.u.

=====

[7]
Formula: C5H4O2S
Source: the Open Molecules 2025 dataset
Level of theory: ωB97M-V/def2-TZVPD

Geometry as ORCA input:
```
! wB97M-V def2-TZVPD RIJCOSX def2/J DEFGRID3
* xyz 0 1
C -0.32013 -0.49354 -0.26188
C -0.01596 0.95555 -0.51036
C 0.20121 1.85560 0.52595
C 0.89075 3.18585 0.14069
O 1.19322 4.08968 0.85629
S 0.77188 3.35721 -1.62199
C 0.15836 1.58121 -1.85376
O -0.08491 1.17358 -2.94960
H 0.29355 -0.96567 0.48791
H -0.28095 -1.13150 -1.18666
H -1.37067 -0.70369 0.11037
H 0.21328 1.56433 1.51839
*
```

## Properties
E = -741.571719 a.u.

=====

[8]
Formula: C4H17N2O2
Source: the Open Molecules 2025 dataset
Level of theory: ωB97M-V/def2-TZVPD

Geometry as ORCA input:
```
! wB97M-V def2-TZVPD RIJCOSX def2/J DEFGRID3
* xyz 1 1
N -2.43113 -0.63472 -0.01087
C -1.83034 0.33868 -1.02456
C -0.72264 1.14614 -0.26584
N -0.07903 0.22726 0.65702
C 0.98510 -0.61289 0.07187
C 1.98900 -1.04063 1.09907
H -2.72159 -1.47246 -0.49557
H -3.20574 -0.16769 0.44325
H -1.51424 -0.65736 0.66925
H -1.31317 -0.23830 -1.78771
H -2.58398 0.99069 -1.45326
H -1.14608 2.01404 0.22959
H -0.09331 1.48429 -1.09480
H 0.22552 0.66399 1.52484
H 1.44607 -0.04547 -0.74390
H 0.53043 -1.50753 -0.37297
H 1.48344 -1.51982 1.94665
H 2.59837 -1.88685 0.76928
H 2.68982 -0.31919 1.49545
H 0.75842 -0.89420 -3.88143
H -0.28520 0.10425 -4.15504
O -0.07010 -0.58169 -3.50852
H 1.30019 1.45354 3.93417
H 2.42879 1.78047 2.95243
O 1.56139 1.37544 3.00158
*
```

## Properties
E = -422.353208 a.u.